# 1
A 14-piece molecular cluster, C21H70N4O14 overall. Source: the OMol25 dataset; level of theory: ωB97M-V/def2-TZVPD.

The HOMO-LUMO gap is 8.89 eV. As for the largest force on an atom: 8.5 eV/A. The calculation puts the calculated total energy at -57529.246 eV. Its energy relative to the best compared isomer or geometry (same formula, charge and spin) is 235.0 kJ/mol. The LUMO energy comes out at -0.28 eV.

CARTESIAN COORDINATES (ANGSTROEM)
O1 -3.354 0.046 -3.861
C1 -1.040 2.235 -4.522
H1 -0.908 -2.551 -1.663
H2 -1.935 2.824 1.449
H3 4.397 -1.242 -2.352
O2 -0.611 -3.427 -1.977
H4 -1.386 -0.650 4.956
H5 -3.690 -1.874 -0.253
H6 -4.361 -0.126 0.216
C2 5.134 -0.621 -0.354
O3 0.322 1.074 6.003
H7 -1.293 2.935 -5.341
H8 -2.686 0.157 -2.032
H9 -0.899 0.050 1.683
H10 -1.630 1.938 -2.413
H11 -0.894 -0.879 -3.471
H12 1.200 -4.562 -3.480
H13 -2.933 1.039 4.261
O4 2.332 0.686 2.401
H14 1.747 1.673 4.705
H15 1.632 3.472 -2.732
H16 -0.174 -5.774 1.835
O5 5.408 -1.905 0.114
O6 -1.132 -1.341 2.959
C3 -3.386 -0.430 -2.574
C4 -1.236 -3.984 1.228
H17 6.113 -0.160 -0.609
C5 1.278 -4.816 -2.383
O7 -2.167 -3.919 0.152
H18 -4.903 -2.430 1.869
H19 4.222 -2.110 2.981
N1 3.740 -1.118 3.037
H20 0.671 1.020 1.508
O8 -0.988 -1.022 -0.607
H21 1.627 1.039 -0.354
C6 3.984 -0.752 -1.470
C7 -0.848 -5.461 1.123
H22 1.494 -1.117 1.033
H23 0.865 -5.799 -2.261
O9 0.309 2.146 -4.264
C8 0.687 1.262 4.669
H24 -4.256 3.386 0.439
H25 0.985 -0.067 -1.618
H26 1.236 -2.753 -1.827
C9 -2.037 3.112 0.430
O10 1.021 4.960 1.314
H27 3.394 2.618 0.642
C10 -0.101 -0.082 -0.066
H28 -4.095 -0.393 -4.278
H29 2.328 -4.999 -2.279
H30 -1.340 2.578 -0.218
H31 1.749 4.705 -1.513
H32 -2.832 -1.232 4.180
H33 0.892 -4.006 -0.542
H34 -4.410 -0.500 -2.162
H35 -3.139 -1.528 -2.566
O11 -5.249 -1.709 1.265
H36 -0.127 1.938 6.131
H37 -1.618 1.398 3.277
H38 1.734 4.544 0.788
H39 -1.277 3.673 -2.723
H40 -1.695 -6.190 1.261
H41 -3.416 3.162 -1.123
H42 0.807 3.309 -1.152
O12 1.129 -0.468 -3.182
N2 -0.119 0.429 1.136
H43 0.653 4.514 3.326
O13 -1.698 4.522 0.322
C11 0.698 -3.677 -1.575
H44 4.821 -1.963 0.889
H45 -3.015 0.499 2.659
H46 4.147 -0.493 3.799
H47 3.728 3.565 -1.208
N3 0.964 0.260 -0.625
H48 4.750 -0.129 0.497
H49 0.124 -0.630 -4.913
H50 -2.772 2.902 -3.272
H51 3.102 -1.363 -1.184
O14 2.542 2.671 0.145
H52 2.975 2.033 -1.877
H53 -1.672 -3.650 2.140
H54 1.934 -0.886 -3.586
H55 -1.240 1.205 -4.881
N4 2.178 -1.549 1.660
H56 0.164 3.297 2.112
H57 2.740 -2.340 1.326
H58 -3.734 1.806 -0.015
C12 -4.093 -1.141 0.569
C13 -1.689 2.755 -3.178
C14 0.845 4.083 2.348
C15 2.752 -0.652 2.383
C16 0.061 -0.976 -3.897
C17 -3.436 2.852 -0.098
H59 0.634 0.275 4.190
H60 0.443 1.262 -3.880
H61 -0.278 -5.666 0.228
C18 1.634 3.619 -1.722
H62 1.863 3.668 2.399
H63 -0.727 4.622 0.401
H64 0.173 -2.104 -4.036
H65 -0.488 -3.261 1.137
H66 -3.284 -0.923 1.375
H67 -1.745 -3.372 -0.511
C19 -2.370 0.595 3.451
C20 -1.926 -0.735 3.987
H68 0.100 1.938 3.918
C21 2.846 2.880 -1.198
H69 -0.582 -1.928 3.395
H70 3.580 0.169 -1.866

Cartesian forces, eV/Å:
O -0.491 0.465 -1.704
C -1.378 0.426 0.854
H 0.728 0.361 -0.036
H 0.167 -0.530 0.899
H 0.273 -0.228 0.052
O -0.945 -0.446 -0.099
H -0.074 0.035 -0.697
H -0.704 1.662 1.645
H -0.186 -0.908 -0.214
C -1.147 -0.043 -1.693
O -2.088 2.080 0.265
H 0.546 -0.206 0.297
H 0.268 0.071 1.066
H 1.014 0.685 0.276
H 0.291 0.621 -0.495
H -0.968 0.852 0.887
H -0.222 -0.330 0.890
H -0.603 0.208 0.254
O 2.517 -6.113 0.215
H -1.122 -0.664 -0.712
H -0.997 -0.266 -2.675
H 1.730 -0.521 2.290
O -0.125 -1.388 1.150
O -1.876 1.157 -0.079
C -0.802 -2.458 0.816
C -1.535 -2.449 -1.225
H -0.943 -0.092 -0.562
C -0.002 0.500 -2.631
O -0.731 1.092 0.584
H -0.559 1.273 -1.282
H -1.997 2.853 0.095
N 6.651 -1.185 5.142
H -1.158 -1.227 -0.281
O 3.470 4.087 2.370
H -1.474 -1.292 0.148
C 1.096 -0.120 0.049
C -0.668 -0.095 0.343
H 0.270 -0.854 -0.069
H -0.880 -0.264 0.341
O 2.569 -0.129 -0.056
C 2.091 0.075 -2.300
H 0.846 0.026 -0.289
H 0.628 0.546 1.058
H 0.550 -0.204 0.544
C 0.072 1.229 -0.980
O 0.021 1.618 -2.110
H -1.167 -0.387 -0.227
C -5.247 -4.187 0.312
H -0.053 0.158 -0.712
H 0.858 0.419 0.660
H 0.088 -0.395 0.273
H -0.132 -0.504 -0.170
H -1.098 -1.400 0.150
H -0.683 0.769 0.253
H 0.348 0.904 0.157
H 0.575 0.757 0.237
O 1.254 -0.694 0.433
H 0.194 -0.962 1.116
H -0.225 -1.090 -0.250
H -0.728 0.561 0.036
H 0.252 -0.417 -0.703
H 0.492 1.135 -0.593
H -0.421 0.059 -0.630
H -1.466 -0.719 0.080
O 2.216 -0.217 -0.152
N -2.863 0.299 2.565
H -0.418 0.486 -0.154
O -0.117 -0.585 -0.070
C 1.250 -0.149 -0.445
H 0.705 -0.526 -0.525
H -1.373 -0.174 -2.041
H -0.655 -1.234 -1.727
H -0.294 -0.778 -0.586
N 5.523 1.255 -6.313
H -0.556 1.494 0.692
H -0.501 0.629 -0.550
H 0.126 0.093 -0.238
H 0.766 0.327 0.470
O 1.462 -1.018 1.922
H 0.402 -0.495 0.761
H -0.934 -0.429 0.971
H -0.935 0.815 0.781
H -1.523 0.758 0.475
N -2.412 -1.550 -3.246
H -0.791 -0.630 -0.011
H -0.880 0.436 0.182
H 0.431 -0.092 -0.197
C 1.098 -0.788 1.143
C -1.084 -1.604 -0.192
C 2.360 -1.275 1.228
C -2.993 7.515 -0.594
C 0.348 -3.664 -2.332
C -0.549 0.492 0.926
H 0.515 0.360 -0.042
H 0.351 0.748 -0.115
H -0.499 0.066 -0.733
C 2.065 2.071 1.749
H -0.501 -0.916 1.072
H -0.573 0.017 0.100
H -0.149 1.162 0.432
H 1.803 0.829 -0.739
H -0.956 -0.781 -1.724
H -0.273 -0.192 -0.169
C 1.400 1.809 2.743
C 1.331 1.390 -0.311
H 0.559 -0.800 2.040
C 0.164 2.454 -1.043
H 1.879 -2.039 0.936
H 0.109 0.519 0.301



# 2
A 14-piece molecular cluster, C21H70O14 overall. Source: the OMol25 dataset; level of theory: ωB97M-V/def2-TZVPD.

The HOMO-LUMO gap is 10.17 eV. As for the largest force on an atom: 3.2 eV/A. The calculation puts the calculated total energy at -51570.450 eV. Its energy relative to the best compared isomer or geometry (same formula, charge and spin) is 812.1 kJ/mol. The LUMO energy comes out at 0.44 eV.

CARTESIAN COORDINATES (ANGSTROEM)
C1 -2.435 -2.397 0.777
H1 1.991 -2.218 -2.214
H2 2.141 -4.977 1.637
H3 0.332 3.263 -3.970
H4 3.313 -3.337 -0.721
C2 -0.761 3.006 -2.249
C3 2.741 4.151 1.153
H5 -1.694 4.583 -1.746
H6 -4.099 3.448 1.811
H7 -0.590 -1.411 -4.715
H8 2.953 2.297 -3.145
H9 2.025 5.289 2.647
H10 -2.714 -1.491 0.274
H11 -1.270 -1.287 3.576
O1 4.266 1.346 2.204
C4 1.715 -4.604 2.604
H12 0.460 1.589 -3.493
O2 -2.299 -2.272 -2.629
C5 0.235 0.829 0.131
C6 -0.222 2.433 -3.552
H13 -2.940 1.110 -0.353
H14 -3.178 0.246 3.851
H15 0.570 -0.866 -3.555
H16 -2.889 1.105 -3.746
H17 -4.985 2.519 -0.572
H18 -1.645 -0.187 5.548
H19 -1.040 -0.095 -3.573
O3 -0.899 0.159 5.051
O4 -3.219 1.818 0.236
C7 3.299 1.345 -2.687
C8 1.375 -5.358 -1.409
H20 -2.647 -0.096 2.261
H21 -1.318 -2.451 0.886
H22 -0.354 0.833 -0.825
H23 1.918 -4.618 -2.109
C9 -0.833 3.739 2.066
C10 -0.888 -2.116 -2.607
H24 -0.463 1.267 0.822
C11 0.245 -4.679 -0.595
O5 0.013 3.124 2.957
H25 -1.055 2.348 -4.264
H26 -2.646 -0.662 -2.138
H27 2.936 -2.068 0.466
O6 1.885 -1.976 -1.318
O7 0.731 -5.523 2.894
O8 -2.771 -3.539 -0.025
H28 1.022 -5.997 3.726
O9 0.617 -0.478 0.554
H29 -2.562 -2.638 -1.816
O10 -2.877 0.239 -1.888
H30 -0.016 -5.210 0.326
H31 0.088 3.035 -1.493
H32 -1.632 2.445 -1.769
H33 2.232 3.252 1.550
H34 2.759 0.350 1.424
H35 0.547 -3.683 -0.394
C12 -0.486 -1.070 -3.691
H36 -4.192 1.671 -2.611
O11 -1.184 4.335 -2.515
H37 -5.133 1.013 0.250
H38 -3.616 -3.899 0.330
C13 -3.546 0.844 -2.955
H39 2.046 -2.396 2.473
H40 -1.873 3.475 2.346
H41 0.406 -2.807 2.953
H42 -4.647 2.019 2.480
C14 3.713 0.688 1.095
C15 2.827 4.206 -0.354
H43 0.072 3.560 3.800
H44 -2.341 1.426 2.960
H45 3.416 5.115 -0.639
H46 2.451 -4.580 3.413
H47 3.584 1.331 0.233
C16 -1.112 -0.202 3.702
H48 -0.677 3.495 0.998
H49 -0.225 0.108 3.173
H50 3.963 -1.686 -0.861
H51 1.013 -6.220 -2.002
C17 -4.620 1.948 0.265
H52 3.233 3.284 -0.798
H53 4.905 2.395 -2.182
H54 2.764 1.111 -1.763
C18 -4.817 2.679 1.582
H55 4.451 -0.092 0.935
H56 3.082 0.570 -3.357
H57 -0.531 -1.803 -1.653
H58 -5.783 3.052 1.832
O12 2.285 -5.937 -0.480
C19 -2.358 0.363 3.168
H59 3.702 4.056 1.681
H60 -0.363 -3.040 -2.885
H61 1.849 -6.512 0.198
H62 -2.802 -2.509 1.809
H63 5.097 1.828 2.069
O13 4.650 1.472 -2.332
H64 -0.736 4.809 2.138
H65 -4.294 0.251 -3.435
C20 1.244 -3.141 2.368
H66 0.862 -0.990 -0.177
H67 -0.628 -4.682 -1.200
H68 1.095 1.519 0.058
C21 3.074 -2.293 -0.602
H69 1.798 4.194 -0.766
H70 0.934 -3.144 1.374
O14 2.016 5.304 1.694

Cartesian forces, eV/Å:
C 1.952 -1.300 0.673
H 0.200 -0.367 -1.466
H 0.449 0.770 0.915
H 0.524 0.225 -0.166
H 0.129 -0.477 0.082
C 0.270 -0.793 1.441
C -0.530 -0.553 2.057
H -0.236 0.398 0.170
H 0.321 0.564 -0.753
H -0.335 -0.296 -0.049
H -0.226 -0.612 0.350
H 0.175 -0.344 0.330
H -0.322 0.628 0.076
H 0.722 -0.066 0.325
O 0.141 1.509 1.620
C 1.709 1.525 -0.902
H -0.422 -0.173 0.152
O 0.641 0.895 -1.663
C -0.278 -0.115 -1.007
C -0.684 1.162 -0.164
H -0.152 -0.187 -0.461
H -0.505 -0.386 0.597
H 0.307 0.237 0.061
H 0.780 0.821 -0.599
H -0.171 0.478 -0.488
H -0.004 0.072 0.178
H 0.610 -1.147 -0.062
O 0.142 -0.110 0.386
O 0.627 -0.052 -0.075
C -0.443 2.280 1.307
C -0.523 -0.526 0.622
H -0.259 -0.570 -1.111
H -0.915 0.462 -0.186
H 0.800 -0.267 0.482
H -0.622 -1.249 1.271
C -1.916 0.869 -0.180
C 0.404 0.476 -2.363
H -0.156 -0.053 0.732
C 0.629 -1.066 -1.038
O 1.717 -1.665 -0.096
H 0.270 -0.658 0.140
H -0.032 -0.589 -0.294
H -0.404 -0.237 -0.482
O 0.150 0.663 1.403
O -1.135 -1.857 2.380
O -1.368 -0.286 0.471
H -0.874 0.779 -1.576
O -1.070 1.749 2.015
H -0.721 -1.401 1.934
O -0.132 0.309 0.527
H 0.306 -0.048 -0.145
H -0.912 -0.124 -0.662
H 1.248 0.392 -0.767
H -0.144 0.163 -0.667
H -0.670 -0.634 0.055
H 0.009 0.851 0.326
C -0.612 0.527 0.998
H 0.969 0.156 0.082
O 0.006 -0.116 -0.180
H -0.346 -0.933 0.103
H 0.928 0.326 -0.635
C -1.395 0.589 0.247
H -0.102 -0.427 0.084
H 0.224 0.165 -0.568
H -0.282 -0.126 0.610
H 0.023 -0.063 -1.093
C 1.608 0.216 0.316
C -0.403 0.412 -0.050
H -0.293 0.354 0.228
H 0.344 0.275 0.004
H -0.669 -0.838 -0.169
H 0.270 -0.185 -0.276
H 0.117 0.082 -0.329
C 0.124 -0.893 0.234
H 0.302 -0.370 0.732
H 0.196 0.011 -0.334
H -0.540 -0.128 -0.464
H -0.201 0.737 -0.217
C 0.812 1.163 1.315
H 0.402 0.369 0.481
H -0.414 -0.453 -0.178
H -0.595 0.225 -0.139
C -0.189 -1.208 2.085
H -0.573 -0.681 -0.991
H 0.354 -1.288 -1.176
H 0.107 0.272 0.835
H -1.043 0.514 -0.501
O 1.111 -0.305 0.601
C -0.684 1.680 -0.217
H 0.184 0.434 -0.570
H -0.312 -0.116 0.272
H 0.102 0.921 -1.225
H -0.264 0.350 -0.465
H -0.502 -0.497 -0.538
O 1.273 -0.206 -0.220
H -0.031 0.659 -0.142
H -0.457 -1.294 -0.137
C 0.684 -0.855 0.770
H 0.731 -1.052 -1.917
H -0.988 0.302 -0.450
H -0.182 -0.299 -0.115
C 0.810 0.508 0.688
H 0.477 0.664 0.134
H -0.637 0.567 -1.615
O 0.483 -0.214 -1.565